Molecular formula: CH3O2S
Method: DFT, ωB97M-V/def2-TZVPD

Structure (XYZ):
```
7
Properties=species:S:1:pos:R:3
C 1.24695 0.02757 -0.17535
O -1.96698 1.35122 -0.13465
O -0.97957 -1.47899 -0.01209
S -0.54086 -0.15142 0.24432
H 1.31656 0.93176 -0.59125
H 1.49369 -0.61529 -1.08662
H -0.56979 -0.06486 1.75564
```

Output
Calculated total energy   -16010.6642 eV
Orbital gap (alpha / beta)   7.719 / 7.719 eV
Multiplicity   1
Highest occupied orbital energy (alpha / beta)   -0.1338 / -0.1338 Eh
Total charge   -1
LUMO (alpha / beta)   0.1499 / 0.1499 Eh
SMILES   C=[S@@H](=O)[O-]
Relative energy (zero: lowest compared OMol25 entry of this formula, charge and spin)   686.6 kJ/mol


Molecular formula: CH3O2S
Method: DFT, ωB97M-V/def2-TZVPD

Structure (XYZ):
```
7
Properties=species:S:1:pos:R:3
S -2.32682 0.70248 0.10856
H -2.53832 0.47955 1.38413
O 2.30692 -0.73281 0.18480
C 1.36781 -0.12337 -0.29920
O 0.27589 -0.72125 -0.70931
H 1.44894 0.96341 -0.49806
H -0.53442 -0.56801 -0.17091
```

Output
Calculated total energy   -16017.1549 eV
Orbital gap   7.364 eV
Multiplicity   1
Highest occupied orbital energy   -0.1196 Eh
Total charge   -1
LUMO   0.1511 Eh
Relative energy (zero: lowest compared OMol25 entry of this formula, charge and spin)   60.4 kJ/mol


Molecular formula: CH3O2S
Method: DFT, ωB97M-V/def2-TZVPD

Structure (XYZ):
```
7
Properties=species:S:1:pos:R:3
S -1.56853 1.08891 0.89568
H -1.63539 2.21437 0.16997
O 1.79922 -1.76175 -0.89614
C 0.86022 -1.09218 -0.53647
O 0.81759 0.20299 -0.53491
H -0.04767 -1.57293 -0.11270
H -0.07183 0.52468 -0.00505
```

Output
Calculated total energy   -16017.7804 eV
Orbital gap   7.978 eV
Multiplicity   1
Highest occupied orbital energy   -0.1374 Eh
Total charge   -1
LUMO   0.1557 Eh
Relative energy (zero: lowest compared OMol25 entry of this formula, charge and spin)   0.0 kJ/mol